Record 1
# C26H59O5P3Re

A molecular structure, C26H59O5P3Re in a non-equilibrium geometry (the ωB97M-V functional and the def2-TZVPD basis, OMol25).

Output
- spin multiplicity = 4
- HOMO level (spin up / spin down) (Ha) = -0.7970 / -0.7852
- energy above the lowest of the compared OMol25 structures with the same formula, charge and spin (kJ/mol) = 0.0
- net charge = +4
- energy (eV) = -68107.46134
- maximum force (eV/Å) = 9.50

Positions of all 94 atoms, in Å:
Re  -0.083  -0.263  -0.580
C  1.761  -0.581  -1.257
O  2.792  -0.813  -1.786
C  -2.030  -0.184  -0.731
O  -3.197  -0.140  -0.888
P  -0.247  1.910  -1.772
C  -0.562  1.875  -3.630
H  -0.667  2.922  -3.948
C  -1.660  3.086  -1.348
H  -2.538  2.420  -1.447
C  1.353  2.886  -1.716
H  2.070  2.162  -2.152
C  1.112  -3.597  0.353
P  -0.396  -2.622  -0.248
H  -1.127  -4.489  -1.661
H  1.899  -3.274  -0.352
C  -1.794  -3.475  0.705
H  -1.472  -4.523  0.786
C  -1.547  3.518  0.104
H  -2.388  4.178  0.363
H  -0.623  4.080  0.297
H  -1.583  2.659  0.780
C  -1.895  4.325  -2.229
H  -1.108  5.081  -2.114
H  -2.841  4.784  -1.904
H  -2.019  4.101  -3.292
C  1.343  4.155  -2.577
H  0.890  4.016  -3.562
H  2.389  4.432  -2.767
H  0.853  5.001  -2.074
C  1.855  3.218  -0.312
H  2.838  3.708  -0.404
H  1.995  2.317  0.296
H  1.199  3.910  0.234
C  0.666  1.334  -4.352
H  1.444  2.097  -4.452
H  0.415  1.011  -5.368
H  1.127  0.499  -3.828
C  -1.883  1.181  -3.964
H  -1.971  0.196  -3.490
H  -1.982  1.055  -5.051
H  -2.735  1.781  -3.622
C  0.930  -5.117  0.247
H  0.483  -5.456  -0.691
H  0.328  -5.520  1.071
H  1.923  -5.584  0.330
C  1.610  -3.258  1.756
H  0.870  -3.509  2.529
C  -1.856  -2.777  -2.746
H  1.905  -2.203  1.837
H  2.504  -3.867  1.970
C  0.511  -3.651  -2.724
H  -1.519  -1.782  -3.069
H  -2.019  -3.339  -3.678
H  -2.822  -2.662  -2.242
C  -0.774  -3.479  -1.920
H  0.302  -3.958  -3.756
H  1.212  -4.373  -2.295
H  1.091  -2.733  -2.805
C  -3.163  -3.464  0.024
H  -3.477  -2.431  -0.165
H  -3.912  -3.920  0.688
H  -3.158  -4.029  -0.910
C  -1.956  -2.930  2.115
H  -1.892  -1.839  2.123
H  -1.210  -3.329  2.811
H  -2.946  -3.189  2.519
H  0.553  -0.937  -2.825
H  -0.180  -0.729  -2.575
C  0.353  2.897  4.255
C  -0.563  2.441  3.158
O  0.228  1.818  2.045
P  0.360  0.251  1.574
O  -0.323  -0.556  2.804
C  0.271  -1.268  3.940
C  0.052  -0.444  5.162
O  2.013  0.057  1.748
C  2.907  0.579  2.781
C  3.671  1.806  2.363
H  0.529  2.089  4.965
H  -0.177  3.701  4.805
H  1.336  3.194  3.861
H  -1.351  1.746  3.478
H  -1.067  3.296  2.711
H  -0.184  -2.267  4.018
H  1.335  -1.403  3.741
H  -0.908  0.078  5.136
H  0.134  -1.105  6.026
H  0.835  0.309  5.263
H  2.347  0.775  3.704
H  3.587  -0.251  2.991
H  3.028  2.682  2.245
H  4.397  2.076  3.140
H  4.200  1.629  1.423

=====

Record 2
# C8H6N2O

C8H6N2O in the gas phase in a non-equilibrium geometry (the ωB97M-V functional and the def2-TZVPD basis, OMol25).

Output
- HOMO level (Ha) = -0.3393
- energy above the lowest of the compared OMol25 structures with the same formula, charge and spin (kJ/mol) = 264.9
- net charge = 0
- energy (eV) = -13418.56087
- SMILES = c1ccc(-c2ncco2)nc1
- maximum force (eV/Å) = 6.71

Positions of all 17 atoms, in Å:
C  -1.236  -2.205  1.094
C  -1.846  -1.490  2.180
C  -1.542  -0.134  2.255
C  -0.223  -0.209  0.342
C  -0.416  -1.534  0.207
C  0.629  0.536  -0.608
C  2.026  1.722  -1.622
C  1.342  1.147  -2.558
H  -1.223  -3.310  1.099
H  -2.445  -2.094  2.890
H  -1.789  0.621  2.852
H  0.240  -2.073  -0.706
H  2.847  2.504  -1.584
H  1.313  1.204  -3.505
N  -0.763  0.535  1.308
N  1.540  1.461  -0.352
O  0.401  0.272  -1.934